ORCA calculation (wB97M-V/def2-TZVPD) on a molecular structure, C48H84AsF6N12.

## Properties
- Orbital gap: 11.014 eV
- DFT total energy: -146170.27659 eV
- Max |F|: 0.03696 Eh/bohr
- Energy relative to the best compared isomer or geometry (same formula, charge and spin): 0.239 eV
- HOMO energy: -9.1 eV
- Total charge: -1

CARTESIAN COORDINATES (ANGSTROEM)
As 9.784 13.691 -36.147
F 8.973 15.133 -36.685
F 10.962 13.968 -37.417
F 10.738 12.296 -35.682
F 8.569 13.348 -34.952
F 8.864 12.750 -37.300
F 10.696 14.584 -34.943
C 6.821 16.937 -32.953
C 8.120 16.487 -33.628
C 8.936 17.607 -34.255
C 8.247 18.317 -35.338
N 7.710 18.862 -36.194
H 6.342 16.073 -32.494
H 6.141 17.405 -33.663
H 7.044 17.670 -32.171
H 7.816 15.861 -34.478
H 8.683 15.801 -32.999
H 9.891 17.255 -34.655
H 9.228 18.308 -33.465
C 8.625 9.862 -34.874
C 7.098 9.770 -34.887
C 6.566 8.422 -35.413
C 7.051 8.137 -36.768
N 7.418 7.879 -37.825
H 8.867 10.810 -34.392
H 9.024 9.945 -35.887
H 9.078 9.006 -34.373
H 6.652 10.587 -35.453
H 6.755 9.846 -33.853
H 5.478 8.470 -35.460
H 6.896 7.608 -34.768
C 5.029 13.127 -35.316
C 5.009 13.732 -36.720
C 5.432 15.191 -36.717
C 4.517 16.094 -35.993
N 3.806 16.799 -35.431
H 4.707 12.085 -35.332
H 4.365 13.659 -34.630
H 6.036 13.185 -34.894
H 4.026 13.586 -37.167
H 5.724 13.199 -37.350
H 5.529 15.653 -37.701
H 6.408 15.309 -36.235
C 11.247 9.949 -39.988
C 10.266 10.324 -38.873
C 8.814 10.441 -39.317
C 8.548 11.327 -40.450
N 8.342 12.041 -41.326
H 11.359 10.803 -40.653
H 10.936 9.054 -40.531
H 12.230 9.736 -39.568
H 10.613 11.260 -38.436
H 10.256 9.554 -38.099
H 8.150 10.688 -38.492
H 8.474 9.454 -39.654
C 13.863 16.561 -34.902
C 13.747 18.061 -34.652
C 13.496 18.462 -33.194
C 12.378 17.773 -32.538
N 11.491 17.251 -32.029
H 12.928 16.063 -34.644
H 14.605 16.178 -34.186
H 14.236 16.377 -35.905
H 12.886 18.427 -35.216
H 14.622 18.612 -34.989
H 13.367 19.534 -33.057
H 14.392 18.178 -32.628
C 8.719 12.860 -30.165
C 8.440 12.593 -31.641
C 7.031 12.053 -31.889
C 5.980 13.010 -31.515
N 5.175 13.774 -31.218
H 9.697 13.333 -30.093
H 8.735 11.918 -29.611
H 7.981 13.486 -29.661
H 9.151 11.865 -32.042
H 8.664 13.487 -32.226
H 6.853 11.174 -31.265
H 6.897 11.811 -32.943
C 12.245 9.833 -34.665
C 12.360 9.229 -36.057
C 13.712 8.571 -36.356
C 14.820 9.499 -36.117
N 15.639 10.275 -35.909
H 11.258 10.258 -34.500
H 12.989 10.612 -34.500
H 12.418 9.073 -33.896
H 12.136 10.007 -36.789
H 11.630 8.423 -36.174
H 13.815 8.272 -37.401
H 13.823 7.684 -35.730
C 16.259 14.240 -37.800
C 15.552 13.683 -36.562
C 14.107 13.237 -36.821
C 14.027 12.230 -37.873
N 14.001 11.399 -38.666
H 16.388 13.447 -38.535
H 17.232 14.636 -37.511
H 15.699 15.068 -38.243
H 15.514 14.418 -35.755
H 16.153 12.866 -36.160
H 13.515 14.129 -37.031
H 13.656 12.759 -35.949
C 8.368 17.625 -40.911
C 8.776 16.155 -40.804
C 7.983 15.385 -39.734
C 6.591 15.192 -40.163
N 5.503 15.026 -40.494
H 8.995 18.078 -41.681
H 8.509 18.141 -39.960
H 7.328 17.748 -41.210
H 9.836 16.016 -40.581
H 8.601 15.663 -41.765
H 7.955 15.992 -38.825
H 8.477 14.440 -39.518
C 14.615 12.577 -33.072
C 13.266 13.269 -33.293
C 12.754 13.993 -32.052
C 12.528 13.048 -30.943
N 12.319 12.332 -30.068
H 15.438 13.282 -32.943
H 14.862 11.947 -33.928
H 14.539 11.928 -32.197
H 12.528 12.537 -33.626
H 13.358 13.973 -34.120
H 11.795 14.484 -32.223
H 13.474 14.725 -31.682
C 11.676 13.396 -42.151
C 11.871 13.698 -40.663
C 12.974 14.719 -40.365
C 12.970 15.945 -41.160
N 12.966 16.912 -41.781
H 11.365 14.310 -42.663
H 10.867 12.670 -42.244
H 12.544 12.966 -42.650
H 12.218 12.776 -40.195
H 10.927 13.969 -40.194
H 13.941 14.234 -40.532
H 12.976 15.012 -39.311
C 11.172 17.715 -37.684
C 11.662 18.563 -38.853
C 13.116 18.979 -38.739
C 13.379 19.900 -37.624
N 13.613 20.627 -36.768
H 11.198 18.284 -36.752
H 11.685 16.755 -37.577
H 10.120 17.464 -37.838
H 10.949 19.392 -38.914
H 11.505 18.041 -39.799
H 13.543 19.476 -39.613
H 13.689 18.055 -38.616